Entry 1:
Below is a cluster of 20 separate species, C60H160O20 in total at a distorted geometry, with properties calculated with ωB97M-V/def2-TZVPD.

Results
frontier orbital gap	9.66	eV
energy above the lowest of the compared OMol25 structures with the same formula, charge and spin	166.0	kcal per mole
largest force on an atom	4.30	eV Å⁻¹
total charge	0
LUMO	0.29	eV

Last column: Mulliken charge in e.
Cartesian coordinates (Å):
O -12.880 -16.912 -18.873  -0.603
O -19.144 -15.692 -14.825  -0.642
O -13.533 -19.951 -12.121  0.938
O -18.608 -17.557 -16.838  -0.406
O -14.629 -10.575 -9.711  -0.743
O -10.726 -16.944 -12.053  -0.122
O -10.284 -10.268 -16.472  -0.556
O -8.309 -18.894 -16.942  -0.481
O -6.934 -21.512 -9.542  -0.629
O -21.902 -13.967 -10.813  -0.651
O -13.515 -17.047 -12.250  1.156
O -15.434 -11.790 -6.876  -0.595
O -15.321 -9.135 -12.568  -0.501
O -19.693 -15.089 -12.056  -0.437
O -12.333 -22.244 -11.122  -0.341
O -13.100 -18.634 -4.219  -0.592
O -7.264 -15.695 -19.353  -0.557
O -10.235 -14.401 -4.176  -0.579
O -11.051 -18.654 -10.015  -0.306
O -16.837 -18.764 -8.351  -0.271
C -21.662 -12.570 -11.255  0.429
C -12.138 -11.675 -16.530  -0.966
C -8.097 -21.195 -17.080  -1.548
C -8.408 -16.937 -12.539  -1.453
C -13.328 -11.046 -9.682  1.652
C -18.149 -18.463 -8.167  1.803
C -15.350 -13.846 -7.774  -0.200
C -13.400 -15.133 -13.786  -1.420
C -17.167 -14.568 -15.364  -0.948
C -17.404 -19.636 -16.553  -1.128
C -14.776 -17.593 -5.431  -0.336
C -9.435 -15.013 -19.603  -0.832
C -18.031 -14.744 -10.546  -0.231
C -14.151 -15.831 -12.562  1.497
C -13.707 -16.506 -3.346  -1.434
C -8.340 -14.980 -17.271  -0.885
C -9.671 -16.085 -12.324  0.604
C -18.902 -19.786 -8.381  -1.884
C -12.685 -10.697 -11.042  -1.644
C -18.846 -15.819 -11.164  0.361
C -15.980 -13.322 -5.319  -1.269
C -15.870 -19.511 -12.662  -1.096
C -12.296 -16.954 -8.712  -0.492
C -11.137 -10.920 -15.637  0.381
C -16.024 -11.417 -13.017  0.497
C -14.197 -17.781 -4.067  0.533
C -16.357 -9.922 -13.271  0.050
C -11.668 -22.735 -13.304  -1.071
C -9.803 -15.112 -11.177  -1.277
C -17.820 -16.753 -11.887  -0.493
C -10.250 -11.896 -14.892  -0.293
C -8.261 -21.178 -9.960  0.544
C -22.705 -11.701 -10.475  -1.492
C -18.643 -14.435 -15.215  0.978
C -11.857 -18.509 -20.340  -1.525
C -14.526 -20.187 -13.062  -0.042
C -11.806 -23.296 -11.860  0.918
C -18.475 -17.835 -6.830  -1.366
C -19.288 -14.029 -16.568  -1.788
C -8.171 -14.801 -18.808  0.382
C -11.748 -13.788 -6.028  -0.965
C -9.271 -22.299 -9.576  -1.351
C -12.804 -19.342 -8.749  -1.658
C -16.091 -12.953 -6.787  0.628
C -13.021 -19.286 -18.189  -1.180
C -17.783 -18.425 -18.836  -1.644
C -12.950 -24.416 -11.911  -1.567
C -11.921 -12.921 -3.649  -1.045
C -20.210 -12.056 -11.200  -0.582
C -10.249 -20.224 -16.413  -0.737
C -13.974 -19.793 -14.391  -1.166
C -17.531 -18.259 -17.299  0.518
C -8.760 -20.054 -16.299  0.383
C -10.970 -13.344 -4.749  0.462
C -17.749 -9.588 -12.698  -1.135
C -8.500 -20.647 -11.410  -0.396
C -14.450 -14.963 -11.387  -0.055
C -12.545 -10.253 -8.632  -1.795
C -11.680 -18.335 -8.803  1.277
C -12.119 -18.188 -18.862  1.122
H -15.389 -18.476 -5.612  0.455
H -13.934 -14.313 -14.266  0.223
H -16.373 -19.934 -16.744  0.183
H -12.415 -14.838 -13.423  0.164
H -12.830 -13.508 -3.784  -0.021
H -8.953 -14.143 -16.935  -0.048
H -11.624 -10.913 -10.920  0.580
H -12.171 -11.873 -3.810  0.346
H -14.466 -15.821 -2.968  0.405
H -18.447 -10.312 -13.117  0.184
H -14.893 -15.558 -10.589  -0.034
H -21.319 -14.453 -11.401  0.367
H -17.098 -12.833 -7.187  0.227
H -9.405 -14.421 -20.518  0.391
H -13.344 -12.105 -9.427  -0.241
H -10.525 -20.127 -17.463  0.066
H -14.923 -18.200 -3.371  0.198
H -15.501 -11.527 -12.067  -0.422
H -8.680 -17.662 -13.306  0.251
H -18.935 -13.737 -14.430  0.219
H -9.991 -9.498 -15.979  0.339
H -7.794 -13.822 -19.104  0.363
H -14.132 -18.726 -14.543  0.410
H -17.620 -14.159 -11.368  -0.278
H -20.330 -14.242 -16.805  0.449
H -18.921 -14.627 -17.401  0.302
H -6.519 -15.161 -19.640  0.314
H -16.350 -12.451 -4.777  0.504
H -8.066 -17.364 -11.596  0.324
H -11.189 -17.777 -20.794  0.289
H -13.025 -24.854 -10.916  0.413
H -18.979 -16.237 -15.598  0.303
H -16.850 -12.108 -13.188  -0.038
H -15.104 -16.171 -12.966  -1.435
H -18.291 -17.474 -12.554  0.570
H -12.980 -11.338 -11.873  0.317
H -12.570 -12.409 -15.850  0.010
H -14.007 -17.544 -6.202  -0.154
H -8.872 -19.624 -11.460  -0.120
H -7.021 -21.061 -17.194  0.371
H -14.537 -21.276 -13.010  0.515
H -12.755 -16.751 -7.745  -0.070
H -8.858 -23.259 -9.886  0.397
H -12.804 -9.626 -11.204  0.390
H -15.432 -13.444 -8.783  0.017
H -12.344 -16.327 -18.334  0.302
H -10.540 -21.192 -16.004  0.489
H -15.399 -11.516 -7.796  0.308
H -16.600 -14.176 -5.050  0.312
H -18.204 -8.637 -12.976  0.442
H -12.283 -14.708 -5.794  0.116
H -20.033 -11.112 -11.717  0.404
H -13.038 -16.813 -9.498  -0.304
H -8.396 -22.148 -16.645  0.393
H -8.422 -21.206 -18.121  0.351
H -12.540 -22.095 -13.439  0.180
H -11.677 -12.154 -17.393  0.318
H -17.647 -19.513 -15.497  0.313
H -19.362 -18.046 -17.174  0.206
H -7.483 -16.476 -12.884  0.475
H -15.371 -8.222 -12.858  0.261
H -15.339 -11.705 -13.814  0.002
H -11.142 -18.137 -18.381  0.062
H -10.807 -12.346 -14.071  0.145
H -11.499 -13.127 -2.666  0.363
H -9.984 -12.725 -15.548  -0.422
H -12.552 -25.193 -12.563  0.439
H -16.211 -19.943 -11.722  0.459
H -18.570 -20.291 -9.289  0.428
H -12.341 -9.202 -8.839  0.350
H -9.897 -15.456 -13.185  0.455
H -18.405 -17.830 -9.016  -0.838
H -18.781 -18.600 -6.116  0.331
H -18.712 -18.877 -19.181  0.463
H -11.529 -19.533 -20.518  0.371
H -19.112 -12.971 -16.765  0.383
H -10.845 -19.488 -15.874  0.120
H -11.519 -16.192 -8.650  0.240
H -17.031 -16.206 -12.403  -0.423
H -12.888 -19.852 -14.461  0.215
H -10.310 -22.060 -9.803  0.247
H -19.528 -12.625 -11.832  -0.068
H -17.033 -19.120 -19.213  0.332
H -13.815 -24.071 -12.478  0.280
H -14.039 -19.338 -18.573  0.412
H -11.629 -23.482 -14.097  0.523
H -16.549 -13.679 -15.485  0.528
H -8.462 -20.169 -15.257  0.245
H -14.279 -14.046 -7.745  -0.036
H -16.725 -19.700 -8.167  0.206
H -7.446 -14.981 -16.647  0.411
H -10.803 -14.680 -11.141  0.004
H -6.404 -20.743 -9.319  0.374
H -11.017 -14.063 -6.789  0.461
H -9.041 -14.340 -11.280  0.545
H -22.361 -11.511 -9.458  0.370
H -10.976 -18.500 -7.987  0.300
H -13.179 -15.854 -14.573  0.439
H -9.276 -11.586 -14.514  0.504
H -10.755 -22.156 -13.447  -0.075
H -18.644 -14.066 -9.952  0.296
H -11.591 -10.754 -8.471  0.409
H -19.407 -17.314 -7.046  0.506
H -8.771 -15.947 -17.012  0.157
H -17.625 -9.689 -11.620  0.291
H -12.604 -20.362 -9.077  0.661
H -13.525 -19.010 -9.496  0.060
H -21.903 -12.675 -12.313  0.225
H -17.923 -17.494 -19.385  0.427
H -12.600 -16.807 -12.084  -0.565
H -19.403 -16.284 -10.351  0.201
H -19.479 -15.372 -12.948  0.118
H -11.280 -19.576 -10.154  -0.255
H -12.416 -13.009 -6.396  0.136
H -10.260 -14.730 -18.948  0.046
H -8.536 -18.898 -17.875  0.333
H -16.376 -9.537 -14.291  0.445
H -16.595 -17.713 -17.181  0.384
H -17.232 -17.204 -11.087  0.430
H -10.885 -23.615 -11.373  0.184
H -14.783 -10.092 -10.526  0.245
H -15.406 -16.704 -5.463  -0.102
H -12.850 -10.980 -16.975  0.374
H -11.722 -10.275 -14.982  0.314
H -13.078 -10.277 -7.682  0.393
H -14.938 -13.463 -5.031  0.028
H -8.450 -20.299 -9.345  0.120
H -9.081 -21.396 -11.948  -0.087
H -18.875 -20.412 -7.489  0.452
H -13.319 -16.796 -2.370  0.484
H -19.945 -19.487 -8.482  0.467
H -10.305 -12.571 -5.134  0.406
H -10.517 -17.480 -11.284  -0.221
H -19.783 -12.042 -10.197  0.235
H -13.403 -19.000 -12.108  -0.389
H -17.999 -20.448 -16.970  0.353
H -23.672 -12.153 -10.253  0.396
H -16.826 -15.093 -14.471  -0.005
H -9.495 -15.564 -10.234  0.292
H -12.614 -20.297 -18.208  0.408
H -22.741 -10.728 -10.965  0.338
H -13.514 -14.626 -10.942  0.018
H -9.134 -22.289 -8.495  0.410
H -9.644 -16.071 -19.761  0.137
H -17.244 -15.138 -9.903  -0.142
H -13.511 -19.364 -7.920  0.214
H -15.695 -18.438 -12.585  -0.375
H -12.651 -21.552 -11.707  -0.025
H -16.625 -19.695 -13.427  0.415
H -12.939 -15.845 -3.748  0.158
H -12.846 -18.609 -20.788  0.375
H -7.493 -20.626 -11.826  0.485
H -14.374 -20.393 -15.208  0.577
H -17.766 -17.054 -6.556  0.154
H -13.428 -19.474 -4.547  0.347
H -15.784 -14.844 -7.848  0.169
H -13.146 -19.079 -17.126  0.001
H -15.058 -14.127 -11.733  0.067
H -16.980 -15.175 -16.250  0.304
H -10.200 -15.086 -4.848  0.307

Entry 2:
Below is a cluster of 4 separate species, CH9O3S in total at a distorted geometry, with properties calculated with ωB97M-V/def2-TZVPD.

Results
frontier orbital gap	7.30	eV
energy above the lowest of the compared OMol25 structures with the same formula, charge and spin	23.4	kcal per mole
largest force on an atom	2.81	eV Å⁻¹
total charge	-1
LUMO	4.05	eV

Last column: Mulliken charge in e.
Cartesian coordinates (Å):
S -0.378 -1.484 -0.973  -0.763
O 1.224 0.602 -1.195  -0.740
O -2.159 1.000 -0.165  -0.700
O 0.468 2.396 0.854  -0.692
C 0.352 -1.946 0.749  -0.803
H -1.528 1.439 -0.741  0.287
H 0.390 0.298 -1.606  0.282
H -1.757 0.090 -0.121  0.273
H 1.265 -2.480 0.620  0.283
H -0.313 -2.664 1.212  0.250
H 0.595 -1.005 1.204  0.234
H 1.603 -0.277 -0.871  0.321
H -0.493 2.311 0.870  0.357
H 0.730 1.719 0.164  0.409

Entry 3:
Below is a cluster of 2 separate species, C5H12O in total, with properties calculated with ωB97M-V/def2-TZVPD.

Results
frontier orbital gap	7.42	eV
energy above the lowest of the compared OMol25 structures with the same formula, charge and spin	109.4	kcal per mole
largest force on an atom	0.33	eV Å⁻¹
total charge	0
LUMO	0.76	eV

Last column: Mulliken charge in e.
Cartesian coordinates (Å):
O -0.373 1.190 -1.098  -0.473
C -0.814 -0.706 0.342  -0.170
C -0.282 0.604 0.083  0.559
C -0.003 1.546 1.203  -1.267
C -1.425 -1.482 -0.799  -1.538
C 1.950 -0.098 -0.131  -1.344
H 0.390 1.003 2.063  0.309
H 0.700 2.321 0.897  0.367
H -0.679 0.544 -1.754  0.388
H 2.515 -0.415 0.759  0.346
H 0.518 -0.710 0.273  0.188
H -0.693 -1.671 -1.601  0.408
H 2.228 -0.764 -0.963  0.323
H -1.749 -2.466 -0.449  0.357
H -0.960 2.009 1.479  0.428
H -1.232 -0.829 1.339  0.444
H 2.294 0.909 -0.396  0.342
H -2.308 -1.003 -1.251  0.333

Entry 4:
Below is a structure of composition C32H53NP2Sn at a distorted geometry, with properties calculated with ωB97M-V/def2-TZVPD.

Results
frontier orbital gap (spin up / spin down)	3.69 / 3.67	eV
energy above the lowest of the compared OMol25 structures with the same formula, charge and spin	0.0	kcal per mole
largest force on an atom	4.93	eV Å⁻¹
total charge	+2
LUMO (spin up / spin down)	-7.62 / -7.64	eV

Last column: Mulliken charge in e.
Cartesian coordinates (Å):
Sn 1.017 -0.853 0.087  0.051
P 0.403 -4.140 0.425  0.889
P 2.989 1.395 -0.309  0.980
N -0.964 3.013 2.579  0.313
C 0.296 -2.667 1.307  -1.136
C 3.999 -1.112 -1.603  -0.836
C -2.178 3.066 3.391  -1.001
C 3.985 2.272 0.940  -1.465
C -3.266 0.818 -2.055  0.587
C -1.079 0.553 2.228  1.020
C -2.715 2.780 -0.994  0.958
C 3.650 -0.438 -0.242  -1.386
C -1.797 2.586 -2.061  0.746
C -0.238 1.747 2.582  -0.518
C -3.947 -0.446 -2.393  -1.358
C 3.900 -2.783 0.811  -1.320
C 1.854 -3.512 -0.709  -0.574
C 3.273 -3.803 -0.134  -0.902
C -2.693 3.889 -0.027  -1.092
C -0.100 4.153 2.867  -1.126
C -3.067 -1.263 1.482  -1.357
C -3.620 1.686 -0.985  0.683
C 1.647 -2.179 -1.433  -0.135
C -1.987 0.054 3.183  -0.291
C 2.827 -1.769 -2.332  -1.234
C 0.607 -5.865 0.882  -1.113
C -4.688 1.473 0.008  -1.504
C -2.087 -0.851 0.566  0.676
C 3.535 2.103 -1.895  -1.391
C -0.693 3.498 -2.420  -1.665
C -2.146 1.382 -2.727  0.442
C -1.055 -4.109 -0.670  -0.996
C 3.231 -1.392 0.951  0.399
C -0.986 -0.122 1.002  -0.900
C -1.482 0.826 -3.924  -1.626
C -2.964 -0.869 2.820  -0.835
H -3.318 -1.073 -3.038  0.341
H 4.639 -0.066 0.103  0.776
H 0.181 -6.488 0.073  0.406
H 3.579 2.082 1.945  0.353
H -2.969 2.432 2.971  0.183
H -2.168 -1.178 -0.474  0.536
H -3.868 -1.925 1.154  0.483
H -2.326 4.815 -0.492  0.497
H -2.029 3.658 0.825  0.013
H 3.947 -3.972 -0.991  0.469
H 1.660 -6.149 1.033  0.403
H 2.907 2.988 -2.088  0.377
H 2.219 -1.636 1.413  0.025
H 0.748 4.165 2.173  0.242
H 3.922 -3.206 1.831  0.490
H 4.817 -1.834 -1.450  0.404
H 0.153 2.950 -2.854  0.271
H 4.586 2.421 -1.856  0.397
H -4.294 1.022 0.932  0.123
H 3.392 1.399 -2.725  0.384
H 4.950 -2.617 0.521  0.393
H -0.333 4.042 -1.538  0.417
H 0.204 1.578 3.585  0.397
H 1.723 -4.299 -1.474  0.765
H -1.915 -4.051 0.017  0.330
H 5.044 1.975 0.923  0.482
H -2.541 4.105 3.386  0.454
H 4.433 -0.371 -2.284  0.647
H -4.197 -1.023 -1.491  0.369
H 3.666 -0.877 1.840  0.747
H -4.891 -0.261 -2.930  0.382
H 0.061 -6.032 1.827  0.380
H -1.988 1.140 -4.850  0.352
H -1.919 0.412 4.209  0.508
H 3.915 3.355 0.750  0.438
H 0.730 -2.226 -2.031  0.617
H -1.084 -5.042 -1.258  0.584
H -5.164 2.423 0.281  0.433
H 0.588 1.851 1.862  -0.681
H 2.427 -1.103 -3.113  0.303
H -2.006 2.770 4.443  0.339
H -0.441 1.166 -3.988  0.361
H -0.675 5.080 2.743  0.382
H -5.457 0.796 -0.383  0.412
H -1.094 -3.215 -1.316  -0.029
H -3.660 -1.246 3.565  0.476
H -3.697 4.081 0.376  0.411
H 3.204 -2.646 -2.880  0.378
H -1.487 -0.271 -3.905  0.366
H 0.289 4.127 3.901  0.402
H -0.181 -2.628 2.293  0.416
H 3.271 -4.770 0.397  0.269
H -1.012 4.250 -3.160  0.343

Entry 5:
Below is a cluster of 6 separate species, C28H34FN6 in total at a distorted geometry, with properties calculated with ωB97M-V/def2-TZVPD.

Results
frontier orbital gap (spin up / spin down)	2.82 / 2.07	eV
largest force on an atom	4.93	eV Å⁻¹
total charge	+2
<S²>	0.762
LUMO (spin up / spin down)	-8.39 / -9.14	eV
multiplicity	2

Last column: Löwdin spin population.
Cartesian coordinates (Å):
F 0.385 1.406 -1.184  0.000
N -0.912 4.109 -1.177  0.005
N 2.130 2.457 0.985  0.000
N -2.248 0.458 -0.614  0.038
N 2.491 2.349 -2.777  0.000
N 1.788 -1.684 -0.367  0.000
N -2.993 -5.818 2.785  0.000
C -0.418 -2.597 -0.304  0.004
C -3.055 -5.717 1.423  0.000
C 1.198 -3.245 1.383  0.000
C 2.110 1.606 2.057  0.000
C -2.202 -4.849 0.749  0.000
C -1.214 6.207 -1.659  0.001
C 2.200 -2.443 0.698  0.001
C 3.183 3.519 -2.516  0.000
C 4.131 3.703 -3.448  0.000
C 2.811 -0.816 -1.085  0.000
C -2.968 0.810 0.496  0.353
C 3.062 3.393 1.082  0.000
C -2.942 -0.506 -1.231  0.335
C -0.372 5.385 -1.106  0.001
C 4.318 2.480 -4.150  0.000
C -1.055 -4.304 2.882  0.000
C -4.172 0.058 0.578  0.099
C 3.494 3.308 2.394  0.000
C 3.228 1.729 -3.821  0.000
C -2.188 4.217 -1.689  0.001
C -2.444 5.574 -2.046  0.005
C -3.927 -6.652 3.557  0.000
C 0.531 -1.776 -0.873  0.000
C -1.996 -5.128 3.491  0.000
C -4.147 -0.803 -0.496  0.126
C -0.114 -3.350 0.833  0.001
C 3.004 2.166 2.976  0.000
C -1.149 -4.173 1.431  0.000
H -0.376 3.262 -1.056  0.000
H -2.102 -4.949 -0.322  0.000
H -2.503 1.482 1.202  0.013
H -0.273 -3.965 3.545  0.000
H 1.420 -3.663 2.354  0.000
H -1.331 -2.784 -0.850  0.003
H 3.248 4.140 0.325  0.000
H 0.426 -1.256 -1.814  0.000
H 2.924 0.712 -4.022  0.000
H 3.823 -1.052 -0.756  0.000
H -4.899 0.235 1.357  0.001
H 1.652 2.062 -2.293  0.000
H -1.358 0.823 -0.923  -0.002
H -4.801 -6.940 2.973  0.000
H -3.858 -6.187 0.875  0.000
H 2.567 0.182 -0.721  0.000
H -2.528 -1.028 -2.081  0.012
H 4.892 4.469 -3.420  0.000
H -3.400 -7.550 3.882  0.000
H -4.881 -1.569 -0.699  0.002
H -4.171 -6.043 4.427  0.000
H 4.297 3.903 2.805  0.000
H 3.231 1.734 3.939  0.000
H 1.499 2.283 0.216  0.000
H 5.007 2.171 -4.922  0.000
H -1.025 7.258 -1.816  0.000
H -3.289 5.999 -2.568  0.000
H 1.356 0.833 2.081  0.000
H -2.793 3.335 -1.834  0.001
H 2.941 4.193 -1.707  0.000
H 0.633 5.526 -0.736  0.000
H 2.729 -0.922 -2.167  0.000
H 3.242 -2.318 0.955  0.000
H -1.847 -5.449 4.512  0.000